[1]
# C4H11NO

2 unconnected molecules or ions with the total composition C4H11NO (ωB97M-V with the def2-TZVPD basis set, the Open Molecules 2025 dataset).

For the largest force on an atom, the calculation gives 1.9 eV Å⁻¹. The total charge is 0. The calculation puts the energy relative to the best compared isomer or geometry (same formula, charge and spin) at 51.5 kJ/mol. For the HOMO-LUMO gap, the calculation gives 10.8 eV. For the HOMO energy, the calculation gives -10.0 eV.

Positions of all 17 atoms, in Å:
N  0.0798  -1.2649  -0.3219
C  -1.0304  -1.5593  1.7857
H  1.0185  1.4121  -2.8418
C  0.0874  1.4152  -2.2753
H  -1.0804  -1.3559  2.8554
H  -1.9417  -1.0825  1.4057
H  -1.0924  -2.6413  1.7345
H  -0.5491  3.2874  -1.5659
C  -0.0475  2.4122  -1.1240
H  -0.7031  1.5130  -3.0195
C  0.1045  -0.9488  1.0242
H  -0.6250  -1.8298  -0.7627
H  -0.6509  2.0379  -0.3062
H  0.9321  -1.3077  -0.8547
H  0.9076  2.8085  -0.7956
O  1.0488  -0.3506  1.4794
H  -0.0541  0.4071  -1.8532

Mulliken population analysis, charges in e, atoms 1 to 2:
1 N -0.454
2 C -1.146

***

[2]
# C4H11NO

2 unconnected molecules or ions with the total composition C4H11NO (ωB97M-V with the def2-TZVPD basis set, the Open Molecules 2025 dataset).

For the largest force on an atom, the calculation gives 1.8 eV Å⁻¹. The total charge is 0. The calculation puts the energy relative to the best compared isomer or geometry (same formula, charge and spin) at 32.8 kJ/mol. For the HOMO-LUMO gap, the calculation gives 10.7 eV. For the HOMO energy, the calculation gives -9.9 eV.

Positions of all 17 atoms, in Å:
O  -1.3571  -2.3680  1.0035
C  -2.1119  -1.7843  -1.1905
H  0.5522  -1.3898  -1.2925
H  0.8566  -1.7599  0.3394
H  1.2623  3.5190  0.3588
N  0.1858  -1.4790  -0.3616
H  2.5723  1.3374  1.2278
H  -2.3665  -2.7765  -1.5661
H  0.9462  0.5684  1.2168
H  -0.0481  2.4786  0.1353
H  1.1194  1.8606  2.2531
C  -1.0829  -1.9365  -0.1019
H  -1.7091  -1.1856  -2.0135
H  -2.9839  -1.2607  -0.8143
C  1.0418  2.4581  0.2024
H  1.6126  2.2213  -0.6954
C  1.5104  1.4968  1.2987

Mulliken population analysis, charges in e, atoms 1 to 2:
1 O -0.618
2 C -0.861

***

[3]
# C4H11NO

2 unconnected molecules or ions with the total composition C4H11NO (ωB97M-V with the def2-TZVPD basis set, the Open Molecules 2025 dataset).

For the largest force on an atom, the calculation gives 2.1 eV Å⁻¹. The total charge is 0. The calculation puts the energy relative to the best compared isomer or geometry (same formula, charge and spin) at 218.5 kJ/mol. For the HOMO-LUMO gap, the calculation gives 10.5 eV. For the HOMO energy, the calculation gives -9.7 eV.

Positions of all 17 atoms, in Å:
H  -0.3146  0.6795  0.5151
H  -1.7204  -3.7617  0.2074
H  2.8531  1.9842  -0.9451
O  0.1939  1.2914  1.0741
C  1.9002  2.1122  -0.4268
C  -1.1331  -1.8337  -0.1371
C  1.5702  1.2311  0.7437
C  -2.0644  -2.7638  0.0030
H  -1.4346  -0.5632  -1.5766
H  1.8359  3.1657  -0.0808
H  1.8032  0.1788  0.5565
H  -0.1103  -2.1156  0.1165
H  1.1240  2.1668  -1.1963
H  2.1403  1.5397  1.6200
H  -3.0853  -2.6875  0.3494
H  -2.2433  -0.1645  -0.2560
N  -1.3148  -0.4593  -0.5669

Mulliken population analysis, charges in e, atoms 1 to 2:
1 H 0.360
2 H 0.253